Entry 1:
{
  "formula": "C9H11AlCl2NO4Y",
  "method": "the ωB97M-V functional and the def2-TZVPD basis",
  "species": ["Al", "Y", "Cl", "Cl", "C", "C", "C", "O", "O", "O", "O", "C", "C", "C", "C", "C", "C", "N", "H", "H", "H", "H", "H", "H", "H", "H", "H", "H", "H"],
  "positions_angstrom": [[0.2751, -0.5064, -6.3292], [0.1971, -0.2792, -2.5003], [-1.3122, 0.2619, -4.7697], [2.1558, -1.1867, -3.6968], [-0.9397, -2.1944, -2.1437], [-0.3661, 0.4485, -8.1066], [0.4974, -2.1597, -7.8386], [-1.2089, -3.0042, -1.3774], [-0.7817, 0.5232, -9.1943], [0.5844, -2.7350, -8.8495], [-0.0125, -0.1245, -0.2150], [-0.0252, 0.0493, 1.0685], [1.2218, 0.3962, 1.8506], [1.2486, 1.5798, 2.8403], [0.5263, 1.3199, 4.1873], [-0.9769, 0.9848, 4.0373], [-1.1406, -0.3336, 3.2826], [-1.1184, -0.2610, 1.8200], [1.4799, -0.4779, 2.4853], [2.0788, 0.5445, 1.1952], [2.3000, 1.7921, 3.1232], [0.8544, 2.5249, 2.4560], [1.0326, 0.4891, 4.7103], [0.6532, 2.1679, 4.8958], [-1.4013, 0.8611, 5.0519], [-1.5434, 1.8128, 3.5659], [-0.3061, -0.9976, 3.5734], [-2.0885, -0.8152, 3.5542], [-1.8838, -0.6802, 1.3235]],
  "fmax_ha_per_bohr": 0.146,
  "relative_energy_kj_mol": 285.2,
  "total_charge": 4,
  "lumo_ev": [-14.419, -18.009],
  "homo_lumo_gap_ev": [9.13, 2.73],
  "energy_ha": -1904.78614
}

Entry 2:
{
  "formula": "C9H11BrCuNO3Se3Te",
  "method": "the ωB97M-V functional and the def2-TZVPD basis",
  "species": ["Cu", "Se", "Se", "Te", "Se", "C", "C", "C", "O", "C", "O", "O", "H", "H", "H", "H", "H", "H", "H", "Br", "C", "C", "C", "C", "N", "C", "H", "H", "H", "H"],
  "positions_angstrom": [[9.2714, 6.9795, 9.9101], [9.6620, 7.1618, 12.4943], [11.2947, 8.8555, 12.1811], [12.9176, 7.8114, 10.5952], [11.4477, 7.5660, 8.5938], [8.2507, 4.9270, 5.9584], [7.2332, 5.9707, 6.3750], [5.9517, 5.8971, 5.5380], [7.7715, 7.3194, 6.2668], [6.9082, 5.7758, 7.8376], [6.1293, 4.8535, 8.1352], [7.4272, 6.5488, 8.6725], [8.7904, 5.3308, 5.0532], [7.7794, 3.9496, 5.7472], [9.0921, 4.5977, 6.6698], [6.0829, 6.3484, 4.5736], [4.9748, 6.3572, 5.9717], [5.8219, 4.8312, 5.3998], [8.4850, 7.3160, 6.9125], [4.0952, 10.0104, 8.0444], [5.9132, 10.4525, 8.6535], [6.7022, 9.4884, 9.1408], [8.0480, 9.8233, 9.5039], [8.4224, 11.1638, 9.3090], [7.6724, 12.1108, 8.7061], [6.4105, 11.7627, 8.4379], [6.3388, 8.4103, 9.2853], [8.7289, 9.1694, 10.0158], [9.4285, 11.4454, 9.5959], [5.6970, 12.5112, 8.1494]],
  "fmax_ha_per_bohr": 0.075,
  "relative_energy_kj_mol": 37.9,
  "total_charge": -2,
  "lumo_ev": 4.242,
  "homo_lumo_gap_ev": 5.38,
  "energy_ha": -12316.96958
}

Entry 3:
{
  "formula": "C9H11BrFN",
  "method": "the ωB97M-V functional and the def2-TZVPD basis",
  "species": ["C", "C", "N", "C", "C", "C", "C", "C", "C", "Br", "C", "F", "H", "H", "H", "H", "H", "H", "H", "H", "H", "H", "H"],
  "positions_angstrom": [[-0.6736, -2.9861, 0.6507], [-0.8321, -1.8632, -0.1793], [-0.6718, -0.6071, 0.0799], [-0.9410, 0.3649, -0.7880], [-0.8700, 1.6815, -0.5662], [-0.5497, 2.2738, 0.7825], [0.5370, 1.8343, 1.4104], [1.3662, 0.7036, 1.0467], [2.3252, 0.8931, 0.1149], [3.3638, -0.8262, -0.3401], [2.9254, 1.9794, -0.7142], [2.1586, 3.0845, -0.5195], [-0.1723, -3.7695, 0.0863], [-1.5503, -3.2831, 1.0988], [-0.1067, -2.6739, 1.5395], [-1.3305, -2.3006, -1.0897], [-1.0626, -0.1092, -1.7982], [-0.9174, 2.3621, -1.3315], [-0.9970, 3.1578, 1.1459], [0.9307, 2.2438, 2.3281], [1.3654, -0.1770, 1.5453], [3.0630, 1.8523, -1.8131], [3.9376, 2.2640, -0.3389]],
  "fmax_ha_per_bohr": 0.105,
  "relative_energy_kj_mol": 104.5,
  "smiles": "C/C=N/C=C\\C=C/C=C(/Br)CF",
  "lumo_ev": 0.474,
  "homo_lumo_gap_ev": 9.01,
  "energy_ha": -3078.02891
}

Entry 4:
{
  "formula": "C9H11BrN",
  "method": "the ωB97M-V functional and the def2-TZVPD basis",
  "species": ["C", "C", "C", "C", "Br", "C", "C", "C", "C", "N", "C", "H", "H", "H", "H", "H", "H", "H", "H", "H", "H", "H"],
  "positions_angstrom": [[2.3427, -3.3234, 0.3412], [1.4432, -2.1980, 0.2731], [0.5276, -1.4155, 0.1205], [-0.6903, -0.1387, 0.3525], [-2.3906, -1.3184, 0.3261], [-0.6466, 0.6358, 1.5605], [-1.1542, 1.8912, 1.5483], [-1.6767, 2.4595, 0.2798], [-1.5271, 1.8150, -0.8411], [-0.6852, 0.5680, -0.9220], [0.7295, 0.8764, -1.4053], [2.3087, -3.6906, 1.3894], [3.2963, -3.0322, 0.0847], [1.9851, -4.1562, -0.3183], [-0.3236, 0.2251, 2.4021], [-1.2262, 2.4991, 2.5237], [-2.3443, 3.3448, 0.2531], [-2.0449, 2.1731, -1.7899], [-1.1837, -0.0559, -1.7392], [1.0603, 1.7410, -0.8530], [1.3168, -0.0887, -1.1512], [0.8830, 1.1888, -2.4350]],
  "fmax_ha_per_bohr": 0.134,
  "relative_energy_kj_mol": 410.0,
  "smiles": "CC#C[C@@]1(Br)C=CC=C[N@H+]1C",
  "total_charge": 1,
  "lumo_ev": -4.495,
  "homo_lumo_gap_ev": 8.90,
  "energy_ha": -2977.87588
}

Entry 5:
{
  "formula": "C9H11ClMnN2O2S",
  "method": "the ωB97M-V functional and the def2-TZVPD basis",
  "species": ["Cl", "C", "C", "C", "H", "C", "C", "H", "H", "H", "C", "Mn", "C", "C", "O", "O", "H", "H", "H", "N", "C", "N", "S", "H", "H", "H", "H"],
  "positions_angstrom": [[-2.0221, 0.9187, -0.9455], [0.4577, -1.6644, -1.8839], [1.5540, -0.9188, -1.2944], [1.4384, 0.4564, -1.7065], [2.3651, -1.3322, -0.7013], [0.2989, 0.5870, -2.5791], [-0.3098, -0.7454, -2.6708], [-1.1709, -0.9953, -3.2836], [0.2520, -2.7214, -1.7945], [2.0972, 1.2930, -1.4757], [-0.1426, 1.8450, -3.2614], [-0.2751, -0.1634, -0.6659], [0.3081, -1.0731, 0.9340], [-1.8897, -0.7322, 0.4115], [0.2964, -2.2116, 1.3443], [-2.8285, -0.8561, 1.1312], [0.1776, 2.7233, -2.6930], [-1.2282, 1.8993, -3.3745], [0.2926, 1.9168, -4.2618], [1.0190, 0.4899, 4.1557], [0.1250, 0.2908, 3.2102], [-1.1087, -0.1334, 3.5205], [0.7017, 0.6021, 1.5301], [0.7917, 0.3635, 5.1387], [1.9638, 0.7620, 3.8894], [-1.8193, -0.3852, 2.8277], [-1.3443, -0.2153, 4.4984]],
  "fmax_ha_per_bohr": 0.110,
  "spin_multiplicity": 4,
  "total_charge": 2,
  "lumo_ev": [-8.663, -9.258],
  "homo_lumo_gap_ev": [7.11, 7.91],
  "energy_ha": -2618.21048
}

Entry 6:
{
  "formula": "C9H11ClO2",
  "method": "the ωB97M-V functional and the def2-TZVPD basis",
  "species": ["C", "C", "C", "C", "C", "C", "C", "C", "O", "O", "C", "Cl", "H", "H", "H", "H", "H", "H", "H", "H", "H", "H", "H"],
  "positions_angstrom": [[-0.7363, 2.1696, 2.2130], [-0.4191, 0.7021, 1.9107], [1.1069, 0.4214, 1.2333], [1.2409, -1.0508, 0.6339], [0.6362, -1.1688, -0.7567], [-0.6829, -1.6700, -0.9873], [-1.4673, -1.0727, -2.0531], [-0.6849, -0.4476, -3.2218], [-1.1236, -0.5181, -4.3992], [0.5931, -0.2017, -2.9904], [1.1454, -0.3872, -1.8076], [2.5683, 0.5599, -1.4817], [-1.9411, 2.0361, 2.3400], [-0.6210, 3.1308, 1.5093], [-0.2951, 2.4895, 3.2906], [-0.7090, -0.2016, 2.5270], [-1.1544, 0.5586, 0.9334], [1.1229, 1.1486, 0.1343], [1.9940, 0.8261, 1.9724], [2.3061, -1.3185, 0.5535], [0.6794, -1.8629, 1.0683], [-1.1158, -2.4461, -0.1565], [-2.4426, -1.6969, -2.4654]],
  "fmax_ha_per_bohr": 0.115,
  "relative_energy_kj_mol": 290.5,
  "smiles": "CCCCc1ccc(=O)oc1Cl",
  "lumo_ev": -0.528,
  "homo_lumo_gap_ev": 8.28,
  "energy_ha": -960.02245
}

Entry 7:
{
  "formula": "C9H11F3NOS",
  "method": "the ωB97M-V functional and the def2-TZVPD basis",
  "species": ["C", "C", "C", "C", "C", "C", "C", "C", "C", "N", "O", "F", "F", "F", "S", "H", "H", "H", "H", "H", "H", "H", "H", "H", "H", "H"],
  "positions_angstrom": [[-1.2453, -2.9282, 0.9518], [-1.1355, -1.9508, 1.8641], [-1.1502, -2.7274, -0.3689], [-0.9309, -0.6355, 1.4896], [-0.9455, -1.4755, -0.8010], [-0.8939, -0.4037, 0.0764], [-1.8248, 2.0110, -0.1956], [-0.1854, 1.0433, -1.6187], [3.4460, 0.8021, -0.5837], [-0.9463, 0.9356, -0.5905], [1.4453, 1.7449, 1.0228], [3.9952, 0.8450, -1.7471], [2.8070, -0.4020, -0.5640], [4.3439, 0.9074, 0.3565], [2.2445, 2.1900, -0.4202], [-1.2495, -4.0266, 1.2934], [-1.1205, -2.3069, 3.0138], [-0.9765, -3.4443, -1.2041], [-0.9316, 0.1592, 2.1767], [-0.5853, -1.3109, -1.8447], [-2.9251, 1.7464, -0.4895], [-1.9217, 2.0294, 0.8450], [-1.4420, 3.0055, -0.4731], [-0.2073, 1.9209, -2.1514], [1.9054, 2.0266, 1.9035], [0.4298, 0.2444, -1.9411]],
  "fmax_ha_per_bohr": 0.103,
  "relative_energy_kj_mol": 47.9,
  "total_charge": 1,
  "lumo_ev": -4.268,
  "homo_lumo_gap_ev": 8.88,
  "energy_ha": -1176.98780
}

Entry 8:
{
  "formula": "C9H11I2N2",
  "method": "the ωB97M-V functional and the def2-TZVPD basis",
  "species": ["C", "C", "C", "C", "C", "C", "C", "C", "C", "N", "N", "I", "I", "H", "H", "H", "H", "H", "H", "H", "H", "H", "H", "H"],
  "positions_angstrom": [[-2.2650, 0.6781, -1.4400], [-2.5481, -0.6730, -1.2358], [-1.1708, 1.3539, -0.9769], [-1.6982, -1.5358, -0.6144], [-0.2755, 0.5864, -0.3326], [-0.5199, -0.8102, -0.1548], [1.1396, 0.9143, 0.0451], [0.6969, -1.4326, 0.5065], [1.7438, -0.4455, 0.5033], [3.0059, -0.8132, 0.4114], [0.7577, -2.7656, 0.5835], [-0.2841, 4.6151, 0.5515], [0.4035, -0.2047, 2.8351], [-3.0238, 1.4226, -1.7816], [-3.5958, -1.0580, -1.7173], [-1.0873, 2.3773, -1.2965], [-1.7930, -2.5961, -0.2425], [1.8083, 1.4777, -0.6957], [1.0339, 1.5848, 0.9585], [3.3195, -1.5700, 1.0112], [3.6119, -0.0596, 0.2786], [-0.1075, -3.3708, 0.4360], [-0.6479, 5.7300, 1.6013], [1.4960, -3.4051, 0.7660]],
  "fmax_ha_per_bohr": 0.096,
  "relative_energy_kj_mol": 56.0,
  "total_charge": 1,
  "lumo_ev": [-5.337, -5.337],
  "homo_lumo_gap_ev": [6.86, 6.86],
  "energy_ha": -1054.14691
}

Entry 9:
{
  "formula": "C9H11I2O7PtS2Se3Te",
  "method": "the ωB97M-V functional and the def2-TZVPD basis",
  "species": ["Pt", "Se", "Se", "Te", "Se", "O", "S", "O", "O", "C", "C", "C", "C", "C", "C", "S", "O", "O", "O", "H", "H", "H", "H", "I", "I", "C", "C", "C", "O", "H", "H", "H", "H", "H", "H", "H"],
  "positions_angstrom": [[-0.1677, -1.3004, 0.7872], [-1.9345, 1.9400, -1.9119], [-2.2431, 2.8690, -3.8803], [-2.6500, -0.7916, -4.5166], [-2.6352, -0.4004, -2.1483], [0.0393, -2.1506, -3.3675], [0.5316, -2.5062, -2.0526], [1.4107, -3.6374, -1.9906], [-0.5895, -2.5440, -1.0605], [1.4822, -1.0592, -1.5014], [1.3454, 0.0824, -2.2857], [1.9695, 1.2683, -1.9388], [2.7574, 1.3296, -0.7991], [2.9069, 0.2067, -0.0067], [2.2678, -0.9915, -0.3348], [2.5903, -2.3610, 0.7962], [2.8899, -1.6974, 2.0834], [3.6842, -3.1055, 0.2582], [1.2784, -3.0447, 0.8960], [0.7264, 0.0165, -3.1695], [1.8341, 2.1451, -2.5592], [3.2491, 2.2528, -0.5220], [3.5034, 0.2388, 0.8936], [0.8604, -1.1577, 3.5636], [-1.1110, -0.6281, 5.3574], [-3.4149, 1.1040, 1.5001], [-1.9443, 0.8175, 1.7668], [-1.1548, 2.0773, 2.0910], [-1.3775, 0.2051, 0.6149], [-3.8952, 1.4764, 2.4078], [-3.9260, 0.1925, 1.1874], [-3.5297, 1.8536, 0.7167], [-1.8838, 0.1327, 2.6195], [-1.2313, 2.7897, 1.2668], [-0.1029, 1.8315, 2.2394], [-1.5358, 2.5462, 2.9995]],
  "fmax_ha_per_bohr": 0.045,
  "total_charge": -1,
  "lumo_ev": [-0.251, -0.249],
  "homo_lumo_gap_ev": [4.64, 4.65],
  "energy_ha": -9859.66641
}

Entry 10:
{
  "formula": "C9H11IO2",
  "method": "the ωB97M-V functional and the def2-TZVPD basis",
  "species": ["I", "C", "C", "C", "C", "C", "C", "C", "H", "H", "H", "H", "H", "H", "H", "C", "O", "C", "O", "H", "H", "H", "H"],
  "positions_angstrom": [[-2.0923, -0.4090, -2.5476], [-1.4131, 0.4489, -0.7515], [-0.3131, 1.2022, -0.6500], [0.0794, 1.6881, 0.6519], [1.2382, 2.3422, 0.8392], [2.1470, 2.5871, -0.2511], [1.8321, 2.2188, -1.4947], [0.5327, 1.5705, -1.8356], [-2.0341, 0.2063, 0.0925], [-0.5796, 1.4694, 1.4785], [1.5161, 2.6826, 1.8252], [3.0883, 3.0679, -0.0325], [2.5046, 2.3951, -2.3209], [-0.0401, 2.2681, -2.4682], [0.7151, 0.6878, -2.4584], [-1.2245, -3.7560, 0.5505], [-1.5510, -2.8348, 1.5718], [-0.5924, -2.1413, 2.1581], [-0.7896, -1.3032, 2.9805], [-1.6144, -4.7351, 0.8329], [-0.1414, -3.8184, 0.4088], [-1.6989, -3.4318, -0.3768], [0.4314, -2.4055, 1.7972]],
  "fmax_ha_per_bohr": 0.023,
  "relative_energy_kj_mol": 114.2,
  "smiles": "I/C=C1/C=CC=CC1.COC=O",
  "lumo_ev": 0.329,
  "homo_lumo_gap_ev": 8.22,
  "energy_ha": -797.65644
}

Entry 11:
{
  "formula": "C9H11IO3",
  "method": "the ωB97M-V functional and the def2-TZVPD basis",
  "species": ["C", "C", "C", "C", "C", "C", "C", "C", "C", "O", "O", "O", "I", "H", "H", "H", "H", "H", "H", "H", "H", "H", "H", "H"],
  "positions_angstrom": [[3.7095, 2.2167, -0.3489], [3.7917, 0.9776, -0.9764], [1.2875, 0.1176, -0.0990], [2.4902, 2.6166, -0.7812], [0.4055, 2.5065, 0.1761], [0.2789, 1.1925, 0.0462], [-0.8510, -0.7921, -0.0060], [-1.5150, -1.3019, -1.3105], [-1.3836, -1.5661, 1.2052], [0.5335, -1.0788, 0.0229], [1.6532, 3.1144, 0.1158], [-0.9674, 0.6447, 0.0951], [4.6655, -0.4486, 0.3318], [4.2434, 2.5179, 0.5783], [1.6687, 0.2613, -1.1404], [2.1065, 0.1249, 0.6026], [2.1700, 2.2363, -1.6763], [-0.3153, 3.2518, 0.0310], [-1.1359, -0.7535, -2.1426], [-2.4761, -1.4345, -1.1076], [-1.3159, -2.4561, -1.4538], [-0.5177, -2.1855, 1.7302], [-2.2857, -2.0896, 1.0597], [-1.6619, -0.7783, 1.9935]],
  "fmax_ha_per_bohr": 0.103,
  "relative_energy_kj_mol": 512.1,
  "lumo_ev": -0.261,
  "homo_lumo_gap_ev": 8.11,
  "energy_ha": -872.71297
}

Entry 12:
{
  "formula": "C9H11N2OS",
  "method": "the ωB97M-V functional and the def2-TZVPD basis",
  "species": ["C", "C", "C", "C", "C", "C", "C", "C", "C", "N", "N", "O", "S", "H", "H", "H", "H", "H", "H", "H", "H", "H", "H", "H"],
  "positions_angstrom": [[-3.4420, 0.1954, 0.2784], [-2.9644, 1.4578, -0.1215], [-2.5713, -0.8412, 0.3741], [-1.6012, 1.6650, -0.2008], [-1.1367, -0.7270, 0.2079], [-0.6541, 0.5939, -0.0271], [1.1453, -1.7130, 0.0634], [1.4490, -1.4097, -1.3860], [3.2278, 1.3044, 0.5782], [-0.3028, -1.7937, 0.3303], [0.6915, 0.7974, 0.1154], [1.8960, -1.7984, 0.9843], [1.6343, 2.0242, 0.0416], [-4.4288, -0.0442, 0.4846], [-3.7725, 2.1516, -0.1069], [-2.8581, -1.7572, 0.6047], [-1.0740, 2.5509, -0.4158], [1.8277, -2.3360, -1.8425], [0.6930, -0.8230, -1.7760], [2.2860, -0.8192, -1.5617], [3.2574, 1.5203, 1.7297], [3.9036, 1.9420, 0.0648], [3.1008, 0.3381, 0.5279], [-0.3065, -2.4784, 1.0527]],
  "fmax_ha_per_bohr": 0.137,
  "relative_energy_kj_mol": 146.0,
  "total_charge": 1,
  "lumo_ev": [-6.202, -6.199],
  "homo_lumo_gap_ev": [6.55, 6.56],
  "energy_ha": -932.13512
}